Computed, not measured: a molecular structure, C17H28IN4ORhSi, with the ωB97M-V functional and the def2-TZVPD basis.

Last column: natural (NBO) charge in e.
Cartesian coordinates (Å):
I 0.4889 0.7807 -5.1869  -0.3118
N -2.0289 2.1313 -1.2813  -0.3827
C 0.7737 3.0186 0.7408  -0.4607
C 1.8090 -3.7290 -0.5103  -0.0996
H -1.5966 1.8985 4.3312  0.2278
C -0.7910 1.8220 -0.8205  0.2656
N 0.3819 -2.7546 -1.8524  -0.3810
H 0.7690 -4.8564 -2.0851  0.2121
H -0.9423 -1.5651 -2.9908  0.2347
C 0.8079 -1.7766 -1.0159  0.2440
C -2.4229 3.3836 -0.8199  -0.0923
H -0.7260 -0.5349 -7.3281  0.1946
Rh 0.0944 0.0458 -0.9555  0.2990
H -2.5217 0.4083 4.3458  0.2262
C -1.4245 3.8529 -0.0585  -0.1118
H 1.4332 0.8401 5.7247  0.2169
H 2.0141 -2.1887 1.8704  0.2125
C 0.9977 -3.9604 -1.5538  -0.0930
C -0.0474 -1.7945 4.7042  -1.2447
H 2.4588 -4.3903 0.0493  0.2155
N 1.7145 -2.3840 -0.2054  -0.3751
H -1.5430 -3.2102 -2.5698  0.1901
H -3.3263 1.7899 -2.8812  0.2002
C 1.3778 0.6445 -2.2457  0.2916
N -0.4123 2.9007 -0.0769  -0.3772
H 2.3753 0.3759 4.3163  0.2223
H -1.5268 0.8405 5.7365  0.2201
O 2.3490 1.0273 -2.7808  -0.5710
C -1.5697 0.8514 4.6432  -1.2500
C 2.4350 -1.8174 0.9183  -0.4527
H 1.2478 3.9948 0.5538  0.1900
H 1.4769 1.8836 4.3124  0.2214
H -3.7498 0.9358 -1.3815  0.1945
H 2.3671 -0.7235 0.9273  0.2523
C -2.9105 1.2492 -2.0224  -0.4198
H -1.3237 4.7667 0.5253  0.2178
H -2.3705 0.3542 -2.3744  0.2332
H -0.0418 -1.7188 5.7956  0.2200
C 0.2174 0.0528 -7.2638  -1.1997
H 0.8416 -2.3648 4.4227  0.2241
H 1.4944 2.2149 0.5338  0.2472
H 0.2087 0.9669 -7.8319  0.1913
H -0.2923 -3.0259 -3.8176  0.2065
H -3.3940 3.7812 -1.0572  0.2134
Si -0.0831 -0.0651 4.0379  1.4547
C 0.0006 -0.0791 2.2010  -0.6760
H -0.9117 -2.4015 4.4253  0.2259
H 1.1034 -0.5081 -7.5514  0.1929
C -0.6578 -2.6245 -2.8633  -0.4261
H 3.4909 -2.1214 0.8485  0.1863
H 0.5110 2.9502 1.8108  0.2140
C -0.0615 -0.0054 0.9745  -0.3374
C 1.4361 0.8381 4.6323  -1.2961

Force components x, y, z for each atom (eV/Å):
-0.4 -0.5 -0.8
0.3 0.5 0.2
0.6 0.2 0.6
0.4 -0.1 0.2
0.2 0.0 -0.1
-0.8 0.8 0.5
0.3 -0.3 -0.1
0.0 -0.3 -0.2
0.3 -0.5 0.1
0.0 -1.3 0.4
-0.3 -0.4 -0.2
0.7 0.5 0.1
-0.5 0.6 -1.5
0.0 -0.1 0.0
0.6 0.3 0.4
0.0 0.0 0.1
0.1 0.2 -0.4
-0.3 0.3 0.0
-0.1 -0.4 0.4
-0.1 0.1 -0.2
-0.2 -0.4 -0.2
0.2 0.2 0.0
0.2 -0.1 0.1
2.5 0.9 1.0
-0.8 -0.2 -0.5
-0.1 -0.1 -0.1
-0.1 0.0 0.0
-1.3 -0.5 0.1
-0.4 0.2 0.3
0.3 0.1 0.5
-0.1 -0.3 0.0
-0.1 0.0 -0.1
0.3 0.0 -0.1
-0.1 -0.4 -0.2
-0.4 -0.1 -0.2
-0.1 -0.4 -0.3
-0.1 0.5 0.3
0.0 -0.1 0.1
-0.4 -0.2 0.1
0.1 0.1 -0.1
-0.5 0.2 -0.2
-0.3 0.3 -0.3
0.0 0.3 0.2
0.1 0.1 0.0
0.5 0.1 -1.1
-0.5 0.2 0.3
-0.1 0.1 -0.1
0.0 -0.2 0.3
-0.1 -0.1 -0.2
-0.3 0.1 0.0
0.0 0.0 -0.4
0.6 -0.2 0.9
0.2 0.1 0.3

The HOMO energy (alpha / beta) is 2.55 / -3.80 eV. The net charge is -2. Its multiplicity is 5. Its energy above the lowest of the compared OMol25 structures with the same formula, charge and spin is 0.0 kJ/mol. The calculation puts the gap between HOMO and LUMO (alpha / beta) at 1.88 / 7.43 eV. As for the total energy: -45070.9977 eV.

***

Computed, not measured: a molecular structure, C17H28NO2P2Ru, with the ωB97M-V functional and the def2-TZVPD basis.

Last column: natural (NBO) charge in e.
Cartesian coordinates (Å):
C -2.9168 0.1932 0.6491  -0.3219
Ru -0.0385 -0.0873 0.5048  0.5595
H 0.6318 -2.3756 -2.7893  0.2969
H -5.3056 -1.1964 2.6314  0.2626
H 2.7319 2.4346 2.0822  0.2808
H 0.3831 3.7556 -0.5116  0.3035
H 2.4893 -2.6703 0.5686  0.2774
H -2.7288 0.7317 -0.2738  0.2429
C -4.3097 -0.8913 2.2962  0.0670
O 3.7656 -0.6960 -1.8384  -0.9370
H 1.8679 -4.0038 -0.4413  0.2967
H -3.3081 -1.7725 4.0341  0.2851
H 1.9451 -1.6277 -2.0332  0.3219
H 2.3539 3.5733 0.7663  0.2888
H 4.1544 -1.5738 -2.0460  0.4856
H -0.0111 1.9090 -4.9957  0.2747
H 3.5700 -0.7975 -0.8915  0.4709
P 0.5967 1.9743 1.0685  1.1442
H -1.9511 -2.4140 -0.9124  0.2576
C 1.5943 -3.2315 0.2877  -0.9548
P 0.3478 -2.0806 -0.3263  1.1287
C 2.3111 2.5306 1.0780  -0.9571
H 2.2548 -0.2212 1.4822  0.4509
C -1.9118 -0.8528 2.6473  -0.1698
H 2.9021 1.9245 0.3877  0.2909
H -5.0677 0.0714 0.4826  0.2764
C -1.8099 -0.1421 1.4373  -0.0242
C -0.0210 1.9347 -1.6102  0.2272
C 0.8644 -1.6319 -2.0422  -0.7923
H 3.7178 -0.4648 1.5626  0.5217
H -0.3381 3.4614 -3.0327  0.2641
O 3.0195 -0.3796 0.9052  -0.9426
H -1.0245 -3.9293 -1.1428  0.2990
C -0.1303 2.7992 -0.3897  -0.7614
C -3.1932 -1.2249 3.0831  -0.2173
H -0.9898 -1.0730 3.1872  0.2500
C 0.3312 0.2202 -3.7513  -0.2035
N 0.1808 0.6294 -1.4273  -0.5321
H -0.0993 3.8165 2.4637  0.2924
C -0.1581 2.7198 2.5394  -0.9436
C -1.1613 -3.0514 -0.5004  -0.9411
H 0.3960 2.3644 3.4246  0.2808
H -1.1776 3.0121 -0.1472  0.2816
H 0.5542 -0.5132 -4.5295  0.2694
C 0.0558 1.5508 -3.9826  -0.0592
C -0.1221 2.4176 -2.9030  -0.2007
H -1.2063 2.3907 2.6065  0.2568
H -1.4574 -3.3733 0.5037  0.2661
C 0.4174 -0.2408 -2.4337  0.2809
C -4.1919 -0.1864 1.0870  -0.0725
H 1.1931 -3.7124 1.1855  0.2779

Force components x, y, z for each atom (eV/Å):
-0.9 0.1 0.5
-1.2 1.4 -0.6
-0.6 -0.4 -0.1
0.3 0.2 0.0
0.0 0.0 -0.1
-0.1 0.0 -0.1
-0.1 -0.2 -0.1
-0.5 0.0 -0.1
-0.4 -0.7 1.2
-0.1 -1.3 0.4
-0.3 0.2 0.0
-0.1 0.3 -0.7
0.6 0.4 0.1
-0.1 0.1 0.1
0.1 0.9 -0.2
0.0 0.2 -0.2
0.3 0.4 -0.2
0.5 3.0 1.4
0.0 -0.2 0.0
0.2 0.2 0.5
0.6 -3.9 -2.1
0.4 -0.6 -0.1
0.3 0.0 0.0
-1.7 -0.5 1.3
0.0 0.2 0.0
0.2 -0.2 0.3
0.8 -0.7 -0.5
-0.2 0.8 -1.2
-0.4 0.8 0.2
0.6 -0.1 0.0
0.0 0.3 -0.3
-0.7 0.0 0.4
0.1 0.2 0.1
-0.5 -0.1 0.0
1.4 -0.2 0.4
-0.5 -0.1 0.2
0.5 -1.3 0.7
0.9 -1.2 0.8
0.0 -0.3 0.1
-0.1 -0.3 -0.1
-0.5 0.2 0.3
-0.3 0.3 -0.3
0.0 0.1 -0.1
-0.2 0.5 0.0
-0.2 0.2 0.2
0.0 -0.1 0.3
0.3 0.3 0.1
-0.1 -0.1 -0.2
0.0 0.1 -0.7
1.2 1.2 -1.7
0.1 0.0 -0.1

The HOMO energy (alpha / beta) is -18.60 / -18.85 eV. The net charge is +3. Its multiplicity is 5. The calculation puts the gap between HOMO and LUMO (alpha / beta) at 7.54 / 4.89 eV. As for the total energy: -44797.6331 eV.

***

Computed, not measured: a molecular structure, C17H28NO2P2SnTe, with the ωB97M-V functional and the def2-TZVPD basis.

Last column: natural (NBO) charge in e.
Cartesian coordinates (Å):
H 0.6362 3.0361 -5.0948  0.2731
H -1.6252 2.1609 -4.2982  0.2620
H -2.8159 0.8273 7.4297  0.2627
H 4.9120 -0.4549 -0.0231  0.3022
C -0.7690 1.2655 -2.5621  0.2283
H 3.0349 1.9238 -0.7594  0.2842
H 3.7556 -1.5030 -2.3577  0.2979
Sn 0.3181 -0.0571 0.7468  0.9693
H -2.1894 2.5991 0.3106  0.2752
C 3.9873 -0.5483 0.5738  -0.9521
C -0.9376 0.1022 6.6013  -0.1758
C 1.6584 2.2405 -3.3695  -0.2082
C -2.1371 0.7448 -2.1487  -0.7454
H 3.9694 -1.5178 1.0936  0.2823
H -2.5020 -0.0599 -2.7831  0.3050
C -1.7965 1.2619 4.1874  -0.2464
H -3.1201 1.5503 1.3978  0.2625
H 0.8617 -0.4169 5.4850  0.2389
H -0.1607 -3.4103 -0.3758  0.4370
C 1.5215 1.4441 -2.2348  0.2048
H -0.5862 -0.3173 7.5506  0.2653
H -4.2453 -0.8509 -0.8912  0.3055
H -2.8689 1.5826 -2.2660  0.2957
H -3.7990 2.0302 -0.1848  0.3004
C 0.5333 2.5274 -4.1411  -0.0756
C -2.8787 1.7389 0.3481  -0.9484
C 2.8102 -1.7087 -1.8277  -0.9475
H 2.8609 -2.7005 -1.3562  0.2742
H -2.0941 1.6979 3.2397  0.2008
C -0.1109 0.0637 5.4641  -0.2162
C 2.7773 1.0939 -1.4435  -0.7600
H -3.6304 -1.1716 0.7494  0.2767
H -2.6566 -3.1199 -4.2806  0.4887
H -3.6063 1.7666 5.2504  0.2526
N 0.3089 1.0561 -1.7797  -0.5561
O -1.7953 -2.6579 -4.2705  -0.9407
Te 1.0645 1.3981 2.9530  0.4995
C -2.1893 0.7376 6.5381  -0.1260
H 0.3958 -4.2204 -1.4970  0.4847
H 2.6634 2.5843 -3.6184  0.2587
C -3.3522 -1.0630 -0.2985  -0.9660
C -0.7005 2.0214 -3.7322  -0.2062
O -0.4580 -3.9520 -1.1100  -0.9098
C -2.6300 1.2815 5.3194  -0.1725
H 3.6571 0.9671 -2.1092  0.3004
H -2.8999 -1.9950 -0.6452  0.2809
P 2.5428 -0.4774 -0.5218  1.0019
C -0.4809 0.7746 4.3019  -0.2892
H 3.9365 0.2420 1.3387  0.2728
H -1.4949 -2.7329 -3.3384  0.4558
H 1.9776 -1.6972 -2.5445  0.2799
P -2.1138 0.2322 -0.3687  1.0622

Force components x, y, z for each atom (eV/Å):
-0.1 0.2 0.2
0.5 0.1 0.0
0.3 -0.1 -0.3
-0.4 0.0 0.2
-0.2 0.7 -0.3
-0.1 -0.3 -0.1
-0.3 0.0 0.3
-0.3 1.2 -1.1
-0.1 -0.3 0.0
-0.4 -0.3 0.6
-0.1 0.1 -0.4
0.1 -0.5 0.2
1.0 0.6 0.4
0.2 0.2 -0.1
0.3 -0.3 -0.1
0.3 0.5 0.5
-0.1 0.1 -0.1
-0.1 0.1 0.3
-0.2 -0.1 0.4
0.1 0.9 -0.2
-0.2 0.0 -0.5
0.2 0.3 0.0
0.4 -0.7 0.4
0.3 -0.5 0.0
-0.1 -0.4 0.0
0.6 0.2 0.9
-0.6 -0.6 0.2
0.1 0.2 -0.3
-0.2 0.3 0.3
0.3 0.7 0.1
-0.7 0.5 0.3
-0.2 -0.2 0.0
0.6 0.2 -0.1
0.3 -0.3 0.0
0.4 -0.6 0.2
-0.3 0.1 1.2
-1.1 -0.9 0.3
0.4 0.0 -0.4
-0.6 -0.3 -0.1
-0.4 0.0 -0.2
0.4 -0.7 0.7
0.2 -0.3 0.1
0.7 0.5 -0.4
0.3 -0.2 -0.5
-0.5 -0.1 0.3
-0.2 -0.1 0.0
1.6 0.3 -1.1
-0.6 -0.4 0.4
0.1 -0.2 -0.3
-0.3 -0.3 -0.9
0.2 0.0 0.1
-1.8 1.0 -1.1

The HOMO energy (alpha / beta) is -17.34 / -17.34 eV. The net charge is +3. Its energy above the lowest of the compared OMol25 structures with the same formula, charge and spin is 0.0 kJ/mol. The calculation puts the gap between HOMO and LUMO (alpha / beta) at 4.80 / 4.80 eV. As for the total energy: -55342.6636 eV.

***

Computed, not measured: a molecular structure, C17H28O, with the ωB97M-V functional and the def2-TZVPD basis.

Last column: natural (NBO) charge in e.
Cartesian coordinates (Å):
H 1.4036 -2.4576 0.5838  0.2069
H 4.2931 0.8871 -1.0514  0.2210
H -2.1229 1.9446 -2.3478  0.2342
H -4.7440 1.3017 -0.6439  0.1967
H 5.9982 0.7547 0.7695  0.2065
C 6.9362 -0.5907 -0.4978  -0.4414
H -2.8029 -2.7073 -0.5462  0.1688
C -1.7189 2.6506 2.0302  -0.2619
H -1.6100 2.8796 3.1818  0.2233
C 5.7405 0.0431 -0.1518  -0.1463
C 3.5388 -0.5491 0.0473  -0.3621
C -0.5578 2.0972 1.5119  0.0384
H 3.6271 -0.2731 1.3232  0.2212
H -3.4206 3.2403 -1.6055  0.2366
C -2.2141 2.5654 0.0558  0.3116
C -3.3260 -0.8636 0.2462  -0.3851
H 6.8416 -1.1269 -1.4594  0.1701
C -2.7626 -1.9968 0.4508  -0.4427
O -0.8951 1.9715 0.0287  -0.4500
H -2.3538 -0.1026 -1.6291  0.1912
H -4.3887 1.2802 -2.5292  0.2300
H -4.3961 -0.6141 0.7024  0.2149
H -2.7005 0.0790 0.9507  0.1722
H 1.8811 0.0429 -0.5904  0.1577
H -0.6468 -0.6041 -0.2379  0.1863
H 4.5641 -0.6944 -1.7109  0.2307
C -1.2472 -2.0485 0.8712  -0.3409
C 2.1994 -0.7403 -0.3607  -0.3418
C -0.2763 -1.4499 -0.1459  -0.3519
H -0.9447 -2.9240 1.2030  0.1871
H -1.2980 -1.4795 1.9132  0.1731
C -3.2972 -0.3286 -1.3312  -0.3966
H -3.5703 3.2299 1.5456  0.2409
C -2.7881 2.2937 -1.2216  -0.4670
H -0.2736 -1.9578 -0.9394  0.1790
C -3.9215 1.3827 -1.5106  -0.3973
C -2.6112 2.9276 1.2652  -0.3560
H 8.0238 -0.5455 -0.1671  0.2179
H -3.3003 -2.5700 1.0558  0.2196
C 1.2413 -1.3584 0.7174  -0.4092
C 4.3687 -0.1803 -0.8211  -0.4936
H 3.7985 -1.6763 0.6178  0.1692
H -4.0800 -1.0792 -1.8088  0.2092
H 2.1660 -1.4333 -1.3360  0.1721
H 0.5099 1.7285 1.8222  0.2373
H 1.1374 -0.9486 1.7501  0.2201

Force components x, y, z for each atom (eV/Å):
0.5 0.7 1.5
-1.1 0.3 -0.9
-0.8 1.7 4.0
1.4 0.8 -2.0
-1.8 -1.3 -1.8
-2.0 0.7 -1.4
0.0 1.5 1.8
13.8 -3.0 13.4
-0.8 -0.4 -2.3
5.6 -0.6 1.8
-5.8 -8.6 15.0
0.0 -0.8 -3.1
-0.3 1.0 -3.8
2.1 -0.9 0.8
3.7 -3.3 -3.4
-4.3 15.3 -1.2
0.2 -0.3 0.6
7.2 -10.3 -2.9
-1.6 2.0 4.9
2.9 -0.7 -1.5
0.7 1.1 1.1
1.9 -1.1 -1.2
-1.5 -2.5 -2.0
-5.5 12.2 -4.0
-2.7 8.3 -1.6
-0.2 -1.1 -1.4
-2.6 4.9 1.0
1.0 -12.5 2.6
3.7 -2.5 10.9
1.1 -4.8 1.0
0.6 -0.3 -2.1
-6.1 1.0 3.1
-1.3 0.7 0.0
-2.6 2.5 -7.7
0.7 -4.1 -6.3
-2.1 -6.8 3.3
-9.4 2.7 -7.8
-2.0 0.5 0.2
-2.0 -2.6 3.2
-2.3 -1.7 -4.5
11.6 7.0 -5.1
0.0 1.9 -2.3
2.3 1.6 0.1
0.0 1.3 2.0
-2.6 1.0 -0.6
0.2 -0.3 -1.1

The HOMO energy is -8.23 eV. The net charge is 0. Its energy above the lowest of the compared OMol25 structures with the same formula, charge and spin is 1649.5 kJ/mol. The calculation puts the gap between HOMO and LUMO at 9.13 eV. As for the total energy: -20113.0418 eV.

***

> What is the formula in the first record?

C17H28IN4ORhSi

***

> What is the net charge in the third record?

+3

***

> Look up the net charge of the first one.

-2

***

> The lowest net charge belongs to which entry?

C17H28IN4ORhSi